(1)
# C4H5NO

A single C4H5NO molecule (ωB97M-V with the def2-TZVPD basis set, OMol25).

Each line ends with the Löwdin charge.
Atoms and positions in Å:
O (2.053, -0.232, -0.544)  0.03
C (0.725, -0.135, -0.217)  -0.34
C (-0.083, -1.337, -0.524)  -0.18
N (-1.348, -1.301, -0.404)  0.10
C (-0.701, 1.747, 0.863)  0.03
C (0.096, 0.912, 0.262)  -0.04
H (2.516, 0.512, -0.136)  0.11
H (0.491, -2.193, -0.899)  0.12
H (-1.767, -2.187, -0.679)  0.05
H (-1.460, 2.329, 0.345)  0.07
H (-0.609, 1.857, 1.939)  0.06

Output
Total charge: 0

(2)
# C25H54GeN6O5RuSSi3

C25H54GeN6O5RuSSi3 as an isolated structure (ωB97M-V with the def2-TZVPD basis set, OMol25).

Each line ends with the Löwdin charge.
Atoms and positions in Å:
Ru (-0.607, -0.054, -0.456)  1.26
N (-0.071, 0.341, 1.762)  0.03
C (1.136, 1.206, 1.876)  -0.27
C (1.736, 1.176, 3.292)  -0.11
C (2.937, 2.094, 3.557)  -0.15
C (2.692, 3.597, 3.441)  -0.15
N (2.642, 4.049, 2.050)  0.10
C (2.528, 5.331, 1.695)  -0.42
N (2.525, 6.286, 2.623)  0.23
N (2.406, 5.643, 0.409)  0.22
C (2.194, 0.858, 0.847)  -0.54
O (3.011, 1.668, 0.485)  0.10
O (2.181, -0.410, 0.412)  -0.14
H (-0.851, 0.861, 2.159)  0.12
H (0.033, -0.502, 2.322)  0.07
H (0.810, 2.215, 1.629)  0.14
H (2.031, 0.147, 3.523)  0.13
H (0.931, 1.437, 3.985)  0.13
H (3.778, 1.821, 2.918)  0.11
H (3.262, 1.903, 4.580)  0.13
H (3.508, 4.105, 3.960)  0.13
H (1.755, 3.864, 3.939)  0.14
H (2.837, 3.375, 1.317)  0.11
H (2.771, 6.093, 3.578)  0.12
H (2.411, 7.252, 2.367)  0.14
H (2.137, 4.931, -0.261)  0.09
H (2.366, 6.605, 0.118)  0.14
C (2.067, 1.625, -3.555)  0.02
C (0.782, 1.491, -2.776)  -0.47
C (-0.453, 1.808, -3.601)  0.02
O (0.622, 0.087, -2.324)  -0.15
C (0.780, 2.334, -1.495)  -0.54
O (1.488, 3.301, -1.349)  0.12
O (-0.094, 1.924, -0.599)  -0.18
H (2.064, 0.952, -4.412)  0.11
H (2.936, 1.425, -2.927)  0.07
H (2.159, 2.647, -3.919)  0.12
H (-0.414, 1.277, -4.552)  0.11
H (-0.500, 2.877, -3.805)  0.12
H (-1.363, 1.518, -3.072)  0.08
H (1.509, -0.287, -2.190)  0.08
N (-7.739, 0.819, -0.477)  0.12
C (-6.781, 1.513, 0.153)  -0.84
S (-7.025, 2.669, 1.280)  0.79
C (-5.374, 1.104, -0.138)  -0.20
C (-4.377, 2.067, -0.286)  0.00
C (-3.071, 1.675, -0.442)  -0.09
N (-2.698, 0.373, -0.449)  -0.08
C (-3.663, -0.558, -0.331)  -0.16
C (-4.995, -0.237, -0.188)  0.02
H (-8.702, 1.059, -0.293)  0.12
H (-7.549, 0.245, -1.281)  0.12
H (-4.631, 3.118, -0.250)  0.12
H (-2.276, 2.399, -0.543)  0.11
H (-3.345, -1.592, -0.353)  0.05
H (-5.723, -1.028, -0.069)  0.14
C (0.534, -3.180, 2.674)  -0.21
Si (-1.100, -3.335, 1.766)  0.33
C (-2.419, -2.266, 2.550)  -0.21
C (-1.638, -5.106, 1.588)  -0.21
Ge (-0.686, -2.627, -0.570)  0.79
Si (3.744, -1.154, -0.068)  0.52
C (4.908, -0.730, 1.302)  -0.13
C (3.462, -2.983, -0.160)  -0.14
C (4.214, -0.483, -1.728)  -0.14
Si (-1.807, -3.267, -2.699)  0.35
C (-0.694, -2.682, -4.063)  -0.20
C (-3.539, -2.610, -2.842)  -0.21
C (-1.701, -5.101, -2.372)  -0.20
H (1.070, -4.130, 2.637)  0.05
H (0.358, -2.956, 3.729)  0.05
H (1.204, -2.423, 2.261)  -0.01
H (-2.402, -2.444, 3.629)  0.06
H (-3.414, -2.540, 2.194)  0.04
H (-2.292, -1.193, 2.391)  0.00
H (-1.832, -5.488, 2.596)  0.06
H (-0.870, -5.738, 1.140)  0.05
H (-2.562, -5.211, 1.019)  0.04
H (4.628, -1.239, 2.228)  0.05
H (4.989, 0.339, 1.489)  0.03
H (5.907, -1.085, 1.037)  0.06
H (2.971, -3.403, 0.718)  0.03
H (4.461, -3.431, -0.203)  0.06
H (2.944, -3.304, -1.065)  0.03
H (4.343, 0.599, -1.722)  0.04
H (3.529, -0.769, -2.534)  0.04
H (5.177, -0.922, -2.005)  0.07
H (-0.495, -1.612, -3.997)  0.01
H (-1.177, -2.870, -5.026)  0.06
H (0.257, -3.218, -4.060)  0.05
H (-3.572, -1.520, -2.830)  0.03
H (-4.203, -2.999, -2.070)  0.04
H (-3.933, -2.936, -3.810)  0.06
H (-0.681, -5.473, -2.479)  0.05
H (-2.314, -5.601, -3.131)  0.06
H (-2.090, -5.406, -1.400)  0.02

Output
Total charge: +3
Multiplicity: 6
<S²>: 8.77

(3)
# C4H9N3S

C4H9N3S as an isolated structure (ωB97M-V with the def2-TZVPD basis set, OMol25).

Each line ends with the Löwdin charge.
Atoms and positions in Å:
C (-2.005, 0.316, -1.116)  -0.14
C (-1.516, -0.474, 1.149)  -0.13
C (1.091, -1.088, -0.289)  -0.54
C (2.756, 1.300, 0.434)  -0.19
H (-2.844, -0.533, -1.457)  0.13
H (-2.461, 1.402, -0.983)  0.10
H (-1.381, 0.511, -2.032)  0.06
H (-1.573, 0.494, 1.627)  0.05
H (-2.487, -1.115, 1.136)  0.10
H (-1.022, -1.124, 2.007)  0.09
H (0.616, -2.126, -0.074)  0.10
H (3.373, 2.425, 0.003)  0.16
H (1.674, 1.106, 0.818)  0.07
N (-0.985, -0.450, -0.287)  -0.32
N (0.394, 0.048, -0.356)  -0.05
N (3.528, 0.534, -0.279)  -0.31
S (2.843, -1.228, -0.302)  0.81

Output
Total charge: 0

Number 1: total energy -285.32000 hartree. Number 2: total energy -5127.48719 hartree. Number 3: total energy -720.03258 hartree.